[1]
Formula: C6H8Cl2O
Source: the Open Molecules 2025 dataset
Level of theory: the ωB97M-V functional and the def2-TZVPD basis

```
17
Properties=species:S:1:pos:R:3:forces:R:3:mulliken_charge:R:1
C 0.97540 -2.04017 0.31791 1.382 -0.397 1.684 -1.31
C 1.11205 -0.60471 -0.27834 -0.431 -1.621 1.497 0.27
C -0.57823 -0.18751 -0.37190 4.462 1.891 0.493 -0.48
C -1.08279 1.03644 -0.11882 1.212 0.888 -0.614 0.70
C -2.54430 1.25279 -0.05278 -0.047 4.249 2.480 -1.21
O -0.37620 2.21105 0.05994 -1.290 -1.145 -0.235 -0.43
C 2.45270 -0.14470 -0.35699 -6.469 1.069 -0.880 0.60
Cl 3.80482 -0.94102 0.14544 1.298 -0.662 0.336 -0.16
Cl 2.63937 1.48374 -0.97792 0.497 -0.039 0.023 -0.24
H 0.08086 -2.59486 -0.10585 1.307 0.602 0.749 0.32
H 0.98037 -2.00064 1.51102 -0.783 0.174 -2.361 0.25
H 1.94442 -2.62562 0.23431 -1.362 0.402 -0.623 0.36
H -1.24805 -0.96559 -0.11119 -0.095 -1.082 -0.491 0.21
H -3.06314 0.47829 -0.48208 -1.306 -1.708 -1.010 0.40
H -2.84400 2.30878 -0.54830 0.732 -2.537 1.134 0.30
H -2.81165 1.31791 1.08905 0.199 0.047 -2.105 0.25
H 0.55837 2.01583 0.04649 0.695 -0.129 -0.078 0.18
```
Forces are in eV/Å.

Summary:
SMILES string: CC(/C=C(/C)O)=C(Cl)Cl
ΔE to the lowest compared entry with this formula, charge and spin, eV: 1.658
LUMO level, eV: 0.7
Orbital gap, eV: 9.2
HOMO level, eV: -8.5



[2]
Formula: C32H36BrF2IN3O6
Source: the Open Molecules 2025 dataset
Level of theory: the ωB97M-V functional and the def2-TZVPD basis

```
81
Properties=species:S:1:pos:R:3:forces:R:3:mulliken_charge:R:1
C -0.63561 4.91997 -2.67387 0.000 -1.496 0.959 -0.29
C -0.67388 4.16683 -1.69334 0.074 -0.190 -1.865 -1.14
C -0.76451 3.01901 -0.63283 -0.001 2.606 0.845 0.12
C -0.92543 1.53300 -1.18963 1.078 0.267 1.455 0.85
N -2.13459 1.49245 -2.03654 -1.141 2.264 -2.093 1.17
C -2.03471 1.50595 -3.46064 0.550 -2.355 -1.731 0.34
O -1.78261 0.51857 -4.11680 -0.239 2.655 1.352 -0.42
F -2.29164 2.71418 -4.14966 0.114 -1.628 1.617 -0.31
C -3.34321 2.16811 -1.67475 -2.975 1.395 0.466 0.22
O -3.64761 3.33626 -1.67068 1.492 -2.328 0.105 -0.45
F -4.46360 1.30383 -1.42548 2.642 0.814 -0.517 -0.29
C 0.45464 1.09218 -1.86122 0.920 0.306 -0.897 -0.72
C 1.07226 1.93254 -3.05796 0.993 -0.470 -1.988 -0.55
C 1.63798 0.93855 -4.19244 0.281 -1.615 -2.228 0.23
C 2.76649 -0.03903 -3.97476 -1.448 -0.148 -3.239 -0.12
C 3.16422 -0.95710 -5.13340 -2.203 1.497 -0.949 -0.73
C 2.45073 -0.92713 -6.48548 -0.841 2.293 2.314 -0.32
C 1.33328 0.07143 -6.71025 1.887 -0.546 3.073 -0.69
C 0.95783 0.96637 -5.55642 1.462 -1.432 -0.016 -0.22
O 1.48107 1.29956 -0.82591 -1.112 -0.402 0.570 -0.38
C 1.46974 0.29678 0.18034 1.676 -1.355 -1.729 -0.28
I 2.44298 0.86818 2.06183 -0.399 0.280 -0.642 0.00
C 2.49574 -0.80055 -0.40864 -0.431 -2.046 0.367 -0.62
C 3.07796 -1.83267 -0.77682 -1.435 1.398 1.184 0.08
C 0.01498 -0.32932 0.33619 0.967 -2.581 0.340 0.24
O -0.24214 -0.91545 1.64227 0.685 0.793 -1.547 -0.03
C 0.25239 -2.24966 1.77683 0.051 -2.048 1.862 -0.79
C -0.83887 -3.42455 1.65213 0.440 -0.075 -1.613 0.84
C -0.85439 -3.97884 0.11982 -0.113 0.115 0.098 -1.25
C -2.31341 -3.01762 2.04614 -0.064 -0.419 0.543 -0.84
C -2.66157 -2.99322 3.59854 -1.745 -0.306 0.136 0.62
C -4.23156 -3.38752 3.70605 0.632 -0.689 -0.908 -1.36
C -1.88683 -4.05024 4.50452 -0.024 1.064 0.035 -1.23
N -1.16126 0.47544 -0.09724 3.905 5.297 4.241 0.29
Br -2.21968 -1.05006 -1.08289 -3.891 -5.804 -3.162 -0.42
C -1.88804 0.95094 1.09430 -2.461 2.201 4.152 0.52
C -1.27187 1.84495 2.19451 -2.240 -0.373 0.396 -0.15
C -2.05146 2.30115 3.41594 -1.443 -2.613 -3.304 -0.77
C -3.47948 1.78466 3.47047 2.204 0.672 -0.052 -0.29
N -4.09497 0.98353 2.53437 3.219 1.269 -0.179 -0.69
C -3.35577 0.61160 1.41458 1.312 0.149 -0.517 -0.57
H -0.59513 5.42405 -3.68427 -0.096 -0.673 2.115 0.37
H -1.63719 3.36763 0.02891 1.002 -1.029 -1.045 0.46
H 0.12836 3.16892 0.06918 -1.069 -0.705 -1.223 0.46
H 0.45616 0.01586 -2.26050 -0.415 1.320 1.082 0.63
H 1.98503 2.56259 -2.77017 -1.574 -0.874 0.245 0.33
H 0.38094 2.63137 -3.60841 0.483 -0.843 0.892 0.22
H 3.29867 -0.12336 -2.98547 -0.714 0.167 -1.291 0.39
H 3.99783 -1.72273 -5.05206 -1.152 1.219 0.224 0.29
H 2.75182 -1.60526 -7.34805 -0.316 0.922 1.488 0.30
H 0.80421 0.09668 -7.71751 0.706 0.119 1.667 0.30
H 0.09158 1.68668 -5.72812 1.335 -1.054 0.416 0.15
H 3.46028 -2.87165 -0.92732 -0.329 1.819 -0.038 0.41
H 0.12504 -1.28083 -0.30357 -0.722 1.818 0.121 0.26
H 0.65263 -2.33768 2.85181 -0.503 0.497 -1.434 0.28
H 1.11879 -2.55215 1.11616 -0.920 0.883 0.489 0.19
H -0.40453 -4.30003 2.25262 -0.817 1.400 -0.449 0.56
H -1.87793 -3.78074 -0.34194 1.552 -0.245 0.418 0.24
H -0.05712 -3.45518 -0.50953 -1.173 -0.680 0.730 0.17
H -0.62833 -5.09582 0.06811 -0.349 1.347 0.203 0.34
H -3.02204 -3.77378 1.55242 1.033 0.945 0.674 0.43
H -2.58470 -2.00932 1.61295 0.508 -1.192 0.289 -0.28
H -2.61072 -1.92714 4.01459 0.427 -1.485 -0.495 0.22
H -4.62723 -3.33451 4.76483 0.375 0.179 -1.245 0.39
H -4.29057 -4.48363 3.36429 -0.042 1.396 0.574 0.33
H -4.86707 -2.81101 2.95036 0.807 -0.515 1.282 0.30
H -0.93902 -3.53580 4.89484 -1.177 -1.085 -0.428 0.24
H -1.62063 -4.98433 3.91639 -0.367 1.126 0.794 0.22
H -2.57546 -4.32064 5.37945 1.198 0.276 -1.106 0.42
H -0.21439 2.22744 2.10457 -1.288 -0.704 0.012 0.09
H -1.60195 2.97309 4.21482 -0.698 -1.086 -1.277 0.33
H -4.08205 2.09338 4.39038 0.678 -0.605 -1.502 0.30
H -3.97910 -0.01584 0.69262 1.324 0.971 0.938 0.40
O 5.25861 2.56926 3.84763 1.269 0.122 -1.605 -0.50
C 5.83306 2.74781 2.69073 -5.225 0.669 0.227 0.10
C 7.45721 2.48573 2.84272 5.059 -0.674 -0.172 -0.20
O 8.02954 2.69640 1.69670 -1.248 -0.183 1.462 -0.50
H 5.73582 3.74784 2.23307 0.735 0.379 0.658 0.24
H 5.50828 2.09393 1.86233 0.595 -0.791 0.399 0.06
H 7.54306 1.47172 3.27238 -0.723 -0.350 -0.654 0.22
H 7.77467 3.11800 3.69088 -0.542 0.785 -0.366 0.22
```
Forces are in eV/Å.

Summary:
Total charge: -1
ΔE to the lowest compared entry with this formula, charge and spin, eV: 0.000
LUMO level, eV: -1.1
Orbital gap, eV: 1.5
HOMO level, eV: -2.6



[3]
Formula: C22H26N4O4
Source: the Open Molecules 2025 dataset
Level of theory: the ωB97M-V functional and the def2-TZVPD basis

```
56
Properties=species:S:1:pos:R:3:forces:R:3:mulliken_charge:R:1
C -0.67624 -4.26079 -1.93134 -0.001 0.013 -0.047 -1.77
C 0.31819 -3.37392 -1.24866 0.075 0.046 0.098 0.23
C 1.66230 -3.40976 -1.60108 -0.030 0.100 0.079 -0.80
C 2.56553 -2.57727 -0.97358 -0.017 0.120 0.135 -0.51
C 2.15299 -1.70492 0.02436 -0.184 -0.085 -0.203 0.37
C 0.80968 -1.64761 0.39126 0.496 -0.122 -0.300 0.24
C -0.08764 -2.49531 -0.25775 0.147 0.027 -0.095 -0.11
N 0.32992 -0.80955 1.42142 0.020 -0.029 0.176 0.50
C -0.73315 -1.34462 2.25994 -0.265 -0.114 0.347 -1.32
C -2.16681 -1.07367 1.76864 0.564 0.175 0.222 0.55
O -2.91700 -1.98449 1.46740 -0.327 -0.359 -0.067 -0.70
N -2.50783 0.21907 1.74750 -0.039 0.371 0.115 0.12
C -3.86859 0.63320 1.48392 -0.269 -0.355 -0.318 -1.01
C -4.28467 0.50812 0.01569 0.201 0.286 0.083 -0.64
C -3.73742 1.60925 -0.88863 -0.131 -0.172 0.068 -1.03
N -2.29246 1.60279 -1.06084 -0.005 0.120 -0.030 0.51
C -1.86980 2.82501 -1.73030 0.340 -0.012 -0.048 -0.80
C -0.35484 2.82810 -1.91902 -0.261 0.238 0.054 0.09
O 0.07484 1.71328 -2.66408 0.047 0.085 -0.192 -0.51
C -0.32157 0.52885 -2.01804 -0.236 -0.321 0.105 -0.75
C -1.83620 0.45924 -1.83632 0.348 0.018 0.006 -0.92
C 0.69064 0.48081 1.65090 -0.012 0.070 0.111 1.30
O 0.04629 1.16855 2.43693 0.092 0.104 0.025 -0.80
C 1.87054 1.07861 0.97928 0.423 0.019 -0.070 0.21
C 1.91351 2.47167 0.92113 0.144 -0.113 -0.043 -1.06
C 3.03773 3.11438 0.43769 -0.126 -0.060 0.039 -0.57
C 4.11400 2.32923 0.05677 -0.132 0.203 0.033 -0.45
N 4.10161 1.01137 0.12221 0.067 -0.627 0.025 -0.66
C 3.02146 0.39375 0.56333 -0.072 0.702 -0.138 0.58
O 3.14731 -0.95457 0.63191 -0.292 -0.260 0.234 -0.47
H -1.63199 -4.24052 -1.41526 -0.096 -0.044 0.000 0.37
H -0.82994 -3.92933 -2.95803 -0.070 -0.032 -0.078 0.33
H -0.31391 -5.28628 -1.96419 -0.039 -0.092 -0.022 0.44
H 2.00170 -4.09172 -2.36564 0.052 -0.083 -0.095 0.45
H 3.61438 -2.59515 -1.22335 0.124 0.023 -0.024 0.51
H -1.12830 -2.47972 0.02156 -0.168 0.002 0.072 0.40
H -0.59888 -2.42472 2.34274 -0.079 0.168 -0.056 0.42
H -0.62992 -0.88527 3.24827 0.008 -0.128 -0.136 0.53
H -1.81107 0.90936 2.00138 -0.010 -0.192 0.007 0.31
H -3.97979 1.66381 1.82240 -0.006 -0.016 0.047 0.46
H -4.52918 -0.01223 2.07395 0.042 0.172 0.008 0.42
H -3.99744 -0.47888 -0.34317 -0.101 -0.063 -0.014 0.31
H -5.37404 0.56753 -0.02751 -0.033 -0.065 -0.039 0.43
H -4.24354 1.53697 -1.86998 0.039 0.092 0.026 0.41
H -4.00332 2.57665 -0.45159 -0.048 0.020 -0.067 0.42
H -2.15731 3.68131 -1.11576 -0.019 0.023 -0.045 0.47
H -2.35218 2.92338 -2.72000 -0.006 0.028 0.045 0.31
H -0.03932 3.71169 -2.47659 -0.026 0.003 0.095 0.43
H 0.13324 2.82369 -0.93384 -0.061 0.042 -0.089 -0.29
H 0.03151 -0.29914 -2.63530 -0.015 -0.017 0.095 0.42
H 0.16044 0.47392 -1.03148 -0.057 -0.036 -0.120 0.43
H -2.08347 -0.46036 -1.30594 -0.017 -0.072 -0.031 0.49
H -2.31664 0.43633 -2.83162 -0.023 -0.027 0.045 0.24
H 1.05973 3.02434 1.28688 -0.027 -0.008 0.002 0.57
H 3.08237 4.18947 0.37561 0.027 0.095 -0.009 0.42
H 5.03180 2.76364 -0.31530 0.042 0.137 -0.022 0.44
```
Forces are in eV/Å.

Summary:
SMILES string: Cc1ccc2c(c1)N(CC(=O)NCCCN1CCOCC1)C(=O)c1cccnc1O2
ΔE to the lowest compared entry with this formula, charge and spin, eV: 1.309
LUMO level, eV: 0.1
Orbital gap, eV: 8.8
HOMO level, eV: -8.7



[4]
Formula: C3H12N2O
Source: the Open Molecules 2025 dataset
Level of theory: the ωB97M-V functional and the def2-TZVPD basis

```
18
Properties=species:S:1:pos:R:3:forces:R:3:mulliken_charge:R:1
N -0.40694 -2.00951 -2.11346 -0.080 0.448 0.247 -0.64
C -0.52024 -0.81518 -1.24121 0.090 -0.608 -0.598 -0.43
C -0.13740 -1.15084 0.19058 -0.393 0.225 -0.021 -0.38
C 0.33451 0.09462 0.92564 0.860 -0.104 -0.821 -0.41
N 0.58667 -0.13732 2.33415 -0.494 0.282 0.790 -0.66
H 0.50386 -2.42731 -1.96291 0.038 -0.038 -0.198 0.23
H -0.45111 -1.69014 -3.07751 0.063 -0.297 0.070 0.23
H 0.12399 -0.01147 -1.61072 0.043 0.203 0.105 0.30
H -1.55242 -0.49243 -1.33795 -0.153 0.292 0.244 0.28
H 0.66679 -1.88557 0.12844 0.037 -0.074 0.362 0.27
H -0.98674 -1.59952 0.71579 0.091 -0.144 -0.069 0.27
H 1.30190 0.34236 0.46545 -0.067 0.147 0.111 0.22
H -0.28745 0.95888 0.68206 -0.363 -0.114 0.251 0.23
H -0.22739 -0.54471 2.78766 -0.016 -0.245 -0.244 0.24
H 0.66172 0.75597 2.81830 0.348 -0.074 -0.200 0.25
O 0.13249 3.29016 0.07038 0.015 0.182 -0.295 -0.63
H 0.74001 3.75024 -0.52122 0.042 -0.038 0.165 0.31
H -0.66575 3.20330 -0.46160 -0.060 -0.042 0.100 0.32
```
Forces are in eV/Å.

Summary:
SMILES string: NCCCN.O
ΔE to the lowest compared entry with this formula, charge and spin, eV: 0.353
LUMO level, eV: 0.7
Orbital gap, eV: 9.9
HOMO level, eV: -9.2



[5]
Formula: H24O12
Source: the Open Molecules 2025 dataset
Level of theory: the ωB97M-V functional and the def2-TZVPD basis

```
36
Properties=species:S:1:pos:R:3:forces:R:3:mulliken_charge:R:1
O 3.59884 -0.99750 0.42495 0.676 0.413 1.033 -0.65
H 2.89440 -1.20834 -0.18786 -0.360 -0.178 -0.548 0.44
H 4.37356 -0.89169 -0.12717 0.087 -0.025 -0.165 0.26
O 0.28037 -0.95625 0.63919 0.036 0.131 -0.294 -0.70
H -0.43509 -1.16653 0.03908 -0.398 0.010 -0.221 0.26
H 0.15042 -0.03238 0.85320 0.027 0.630 0.112 0.15
O -1.73546 1.30492 2.98656 0.853 0.558 1.119 -0.83
H -2.11229 2.11446 2.64178 -0.345 0.369 -0.191 0.27
H -2.10026 0.61521 2.43208 -0.353 -0.678 -0.346 0.30
O 1.20721 -3.28987 1.15343 0.188 -1.232 0.240 -0.66
H 0.99231 -2.38379 0.93187 -0.053 0.623 0.192 0.39
H 1.26906 -3.73535 0.30846 0.144 -0.126 -0.157 0.30
O -3.30344 -1.62479 -1.36455 -0.435 -0.279 -0.365 -0.56
H -2.68814 -1.05430 -0.90392 0.277 0.546 0.071 0.16
H -3.19111 -2.48138 -0.95240 0.030 -0.321 0.063 0.34
O -0.51512 -0.39996 -2.46422 0.814 -0.811 -0.458 -0.74
H -1.06285 -0.44774 -3.24777 -0.115 -0.177 -0.120 0.23
H -0.90961 0.29528 -1.93768 -0.214 0.510 0.501 0.16
O 0.49157 1.92900 1.45110 0.402 -0.137 -0.603 -0.75
H 0.22306 1.59613 2.30745 -0.547 -0.199 0.597 0.32
H 0.00652 2.74788 1.34907 -0.343 0.223 -0.136 0.20
O -2.81463 -0.47222 1.36693 0.702 -0.325 0.066 0.10
H -3.58123 -0.03810 0.99265 -0.915 0.546 -0.345 0.01
H -3.07315 -1.39054 1.44507 -0.106 -0.619 0.228 0.04
O 1.29907 2.18547 -1.95435 -0.096 -0.043 -0.461 -0.63
H 1.86342 2.95633 -2.01367 0.191 0.143 0.094 0.27
H 1.10223 2.10337 -1.02122 -0.047 -0.145 0.373 0.29
O 2.18076 -1.64112 -1.79642 0.312 -0.543 -0.016 -0.68
H 2.50590 -1.19037 -2.57574 -0.031 0.216 -0.152 0.29
H 1.29776 -1.29413 -1.66935 -0.680 0.357 -0.161 0.33
O -2.01543 1.08478 -0.91947 0.546 -0.141 -0.434 0.54
H -2.64864 1.52346 -1.48764 -0.497 0.399 -0.296 -0.06
H -2.36102 1.20744 -0.03531 -0.211 0.296 0.838 -0.45
O 3.13049 2.01584 1.08593 0.878 0.496 -0.098 -0.69
H 2.18488 1.88573 1.15748 -0.502 0.029 0.192 0.40
H 3.49565 1.13105 1.09243 0.082 -0.515 -0.154 0.37
```
Forces are in eV/Å.

Summary:
Total charge: -1
ΔE to the lowest compared entry with this formula, charge and spin, eV: 0.449
LUMO level (spin up / spin down), eV: 3.0 / 2.8
Orbital gap (spin up / spin down), eV: 3.5 / 10.5
HOMO level (spin up / spin down), eV: -0.6 / -7.7
Spin multiplicity: 2
⟨S²⟩: 0.750



[6]
Formula: C4H9N2O
Source: the Open Molecules 2025 dataset
Level of theory: the ωB97M-V functional and the def2-TZVPD basis

```
16
Properties=species:S:1:pos:R:3:forces:R:3:mulliken_charge:R:1
C -1.29039 -1.03860 0.04956 -0.719 -5.471 -0.113 -0.03
C 0.95339 -0.58736 0.12933 -3.759 1.773 0.145 0.63
C 2.08675 0.17704 0.07540 1.267 3.517 -0.089 -0.60
C -0.63168 1.28304 0.08554 3.200 -0.057 -4.344 -0.79
N -0.34900 -0.12116 0.19537 5.450 0.655 -0.100 0.00
N -2.55467 -0.69985 -0.09636 -3.006 1.760 -0.066 -0.36
O 3.18607 -0.52131 -0.06147 1.507 -0.156 -0.133 -0.39
H -0.88661 -2.06712 0.11684 -1.137 0.655 -0.108 0.27
H 1.19709 -1.60224 0.02865 -0.631 -1.578 0.099 0.30
H 2.04945 1.31998 0.08011 0.777 -1.891 0.047 0.28
H 0.41807 1.57648 -0.09218 -1.172 1.304 0.093 0.07
H -1.15529 1.60713 -0.87664 0.245 -0.827 1.476 0.41
H -0.93402 1.72951 0.93700 -1.493 1.272 2.795 0.39
H -3.31154 -1.24171 -0.49817 0.707 -0.267 0.076 0.23
H -2.84519 0.26168 0.09806 0.163 -0.667 -0.016 0.20
H 4.06757 -0.07549 -0.17105 -1.401 -0.021 0.238 0.41
```
Forces are in eV/Å.

Summary:
Total charge: +1
ΔE to the lowest compared entry with this formula, charge and spin, eV: 0.354
LUMO level (spin up / spin down), eV: -3.1 / -6.6
Orbital gap (spin up / spin down), eV: 6.2 / 8.2
HOMO level (spin up / spin down), eV: -9.3 / -14.9
Spin multiplicity: 3
⟨S²⟩: 2.006



Which of these has the highest ΔE to the lowest compared entry with this formula, charge and spin?
C6H8Cl2O



Among the records above, which one has the highest ΔE to the lowest compared entry with this formula, charge and spin?
C6H8Cl2O